Model w:
Formula: C6H14N2O2
Source: the Open Molecules 2025 dataset
Level of theory: wB97M-V/def2-TZVPD

**2S+1**: 1
**LUMO**: 0.026 Ha
**Frontier orbital gap**: 10.2774 eV

Geometry as XYZ:
```
24
C6H14N2O2 | the Open Molecules 2025 dataset | wB97M-V/def2-TZVPD
C -1.2885 1.6900 2.0226
N -0.2466 2.4944 1.1366
C -0.5077 2.0235 -0.2109
C 0.5706 2.3815 -1.3087
O -1.5342 1.4546 -0.4307
H -1.1350 0.6491 1.7729
H -1.0978 1.9815 3.1290
H -2.3561 1.9081 1.7080
H -0.2841 3.5165 1.2150
H 0.5806 1.7442 -2.0492
H 0.4673 3.4344 -1.5841
H 1.5265 2.2762 -0.7437
C 2.1487 -1.8270 -1.1139
N 0.7136 -1.4840 -0.7997
C 0.2024 -2.4660 0.0334
C -1.3554 -2.4743 0.4781
O 0.8850 -3.3790 0.4460
H 2.9296 -1.2268 -0.6572
H 2.1897 -2.9928 -1.1199
H 2.3474 -1.4720 -2.1760
H 0.2789 -0.8994 -1.4181
H -1.5119 -3.4719 0.9861
H -1.5237 -1.5971 1.0961
H -1.9992 -2.2639 -0.4117
```

---

Model x:
Formula: C6H14N2O2
Source: the Open Molecules 2025 dataset
Level of theory: wB97M-V/def2-TZVPD

**2S+1**: 1
**LUMO**: 0.032 Ha
**Frontier orbital gap**: 10.5245 eV

Geometry as XYZ:
```
24
C6H14N2O2 | the Open Molecules 2025 dataset | wB97M-V/def2-TZVPD
C -3.5568 -2.5426 4.4364
C -2.7204 -1.3578 4.0715
C -1.7737 -1.5687 2.8807
N -0.4858 -1.5446 3.2276
O -2.1427 -1.5911 1.7514
H -3.0211 -3.1668 5.1711
H -3.7554 -3.1497 3.5372
H -4.5217 -2.2348 4.8732
H -3.4805 -0.5991 3.8032
H -2.2418 -1.0353 5.0162
H -0.1877 -1.4585 4.2024
H 0.2122 -1.6362 2.4854
C 1.7113 3.3529 -3.3390
C 2.1424 2.1458 -4.1390
C 2.7246 0.9709 -3.4203
N 3.1368 0.0292 -4.2504
O 2.7683 0.8504 -2.1991
H 1.0393 3.0585 -2.5154
H 1.1583 4.0176 -4.0238
H 2.5621 3.9129 -2.9158
H 1.2616 1.7767 -4.6989
H 2.8617 2.5545 -4.8746
H 2.8596 0.0729 -5.2342
H 3.4495 -0.8569 -3.8460
```

---

Tell me which of them is the least stable. Sure, it is model w.

---

Model w:
Formula: C6H14N2O2
Source: the Open Molecules 2025 dataset
Level of theory: wB97M-V/def2-TZVPD

**2S+1**: 1
**LUMO**: 0.021 Ha
**Frontier orbital gap**: 9.8633 eV

Geometry as XYZ:
```
24
C6H14N2O2 | the Open Molecules 2025 dataset | wB97M-V/def2-TZVPD
C 1.0728 -2.4304 0.6912
N 1.6873 -1.3326 1.4458
C 1.9935 -0.1691 0.8682
C 2.5375 0.9298 1.7684
O 1.8170 0.0314 -0.3484
H 1.8427 -2.6800 -0.1363
H 0.9426 -3.3305 1.3265
H 0.1552 -2.1299 0.2138
H 1.9328 -1.4454 2.4349
H 2.3864 1.8968 1.2790
H 2.0106 0.9659 2.6933
H 3.6392 0.8434 1.8440
C -0.8344 2.1553 -1.6714
N -1.1523 1.1543 -0.6394
C -2.1383 0.2567 -0.8270
C -2.3557 -0.7875 0.2604
O -2.8178 0.2373 -1.8584
H -1.7517 2.6384 -1.9137
H -0.0647 2.8485 -1.3710
H -0.4289 1.6923 -2.6475
H -0.7169 1.2453 0.2371
H -2.9093 -1.6328 -0.1481
H -1.4468 -1.2126 0.6091
H -2.9833 -0.3299 1.0499
```

---

Model x:
Formula: C6H14N2O2
Source: the Open Molecules 2025 dataset
Level of theory: wB97M-V/def2-TZVPD

**2S+1**: 1
**LUMO**: 0.024 Ha
**Frontier orbital gap**: 9.8564 eV

Geometry as XYZ:
```
24
C6H14N2O2 | the Open Molecules 2025 dataset | wB97M-V/def2-TZVPD
C -0.0060 1.9346 -0.9705
N 0.4242 2.3721 0.3373
C -0.1546 1.7848 1.4257
C 0.1892 2.2079 2.8299
O -0.8902 0.8124 1.3157
H -1.0731 1.7963 -0.9270
H -0.0894 2.7572 -1.6882
H 0.5190 1.0831 -1.3738
H 0.6701 3.3375 0.4779
H -0.2332 3.1882 3.0537
H -0.1233 1.4578 3.4943
H 1.2665 2.3664 2.9136
C -1.3471 -2.7311 -2.1185
N -0.6688 -2.0502 -1.0131
C 0.6632 -2.2270 -0.8010
C 1.2239 -1.4655 0.3549
O 1.3270 -2.8539 -1.6116
H -0.7302 -3.5805 -2.3908
H -2.3445 -2.9957 -1.7813
H -1.3777 -2.0763 -2.9917
H -1.2711 -1.4379 -0.4892
H 0.4860 -1.3601 1.1481
H 1.3940 -0.4277 0.0708
H 2.1457 -1.8923 0.7348
```

---

Tell me which of them is the least stable. Sure, it is model w.

---

Model w:
Formula: C6H14N2O2
Source: the Open Molecules 2025 dataset
Level of theory: wB97M-V/def2-TZVPD

**2S+1**: 1
**LUMO**: 0.022 Ha
**Frontier orbital gap**: 9.9158 eV

Geometry as XYZ:
```
24
C6H14N2O2 | the Open Molecules 2025 dataset | wB97M-V/def2-TZVPD
C 1.9097 -1.8222 -1.0662
N 1.8459 -1.6992 0.3807
C 0.5960 -1.4319 0.9303
C 0.6249 -0.9346 2.3417
O -0.4290 -1.6586 0.3220
H 2.8611 -2.2090 -1.4134
H 1.1445 -2.4723 -1.4914
H 1.7297 -0.8412 -1.4938
H 2.4198 -2.3290 0.9178
H 1.5284 -1.2259 2.8664
H 0.5739 0.1557 2.3993
H -0.1452 -1.3983 2.9553
C 0.2844 2.3944 0.0987
N -0.6299 1.4571 -0.5342
C -1.9161 1.7220 -0.8849
C -2.6573 0.4991 -1.3719
O -2.3988 2.8312 -0.7526
H 1.0681 1.8596 0.6200
H 0.6863 3.0543 -0.6700
H -0.2857 3.0687 0.7312
H -0.3462 0.4921 -0.4767
H -3.4805 0.7230 -2.0418
H -1.9789 -0.1845 -1.8746
H -3.0054 -0.0505 -0.4918
```

---

Model x:
Formula: C6H14N2O2
Source: the Open Molecules 2025 dataset
Level of theory: wB97M-V/def2-TZVPD

**2S+1**: 1
**LUMO**: 0.024 Ha
**Frontier orbital gap**: 9.8166 eV

Geometry as XYZ:
```
24
C6H14N2O2 | the Open Molecules 2025 dataset | wB97M-V/def2-TZVPD
C 1.4925 -0.0680 2.4170
N 1.6334 -1.1671 1.3674
C 1.5064 -0.8339 0.0221
C 1.2799 -1.9685 -0.9306
O 1.5692 0.3348 -0.3012
H 2.4251 0.1067 2.8202
H 1.1126 0.8921 1.9685
H 0.7118 -0.4002 3.0229
H 1.4971 -2.0813 1.7376
H 0.9056 -1.5054 -1.9022
H 2.1603 -2.7245 -1.2349
H 0.6189 -2.5549 -0.3255
C -1.4700 1.1182 1.1041
N -1.0738 1.1649 -0.2663
C -2.0333 1.0089 -1.2564
C -1.1916 0.7719 -2.6022
O -3.2169 1.1620 -0.9223
H -1.5202 0.1055 1.6748
H -0.8185 1.7557 1.6846
H -2.5454 1.5705 1.3616
H -0.1296 1.0631 -0.4360
H -1.6348 1.1808 -3.5085
H -0.2341 1.3569 -2.6744
H -1.0449 -0.2882 -2.8201
```

---

Model y:
Formula: C6H14N2O2
Source: the Open Molecules 2025 dataset
Level of theory: wB97M-V/def2-TZVPD

**2S+1**: 1
**LUMO**: 0.023 Ha
**Frontier orbital gap**: 9.9328 eV

Geometry as XYZ:
```
24
C6H14N2O2 | the Open Molecules 2025 dataset | wB97M-V/def2-TZVPD
C 0.4340 -1.9137 -2.4830
N 0.9104 -1.0148 -1.4728
C 1.9256 -1.3473 -0.6292
C 2.2888 -0.2486 0.3538
O 2.4848 -2.4246 -0.6498
H -0.6219 -2.1830 -2.3606
H 0.4887 -1.4525 -3.4734
H 1.0439 -2.8060 -2.5357
H 0.3889 -0.1548 -1.3657
H 1.5616 0.5568 0.3459
H 2.3885 -0.6846 1.3451
H 3.2233 0.1824 -0.0017
C -0.5187 2.4748 2.1064
N -1.4905 1.4916 1.6365
C -1.4261 0.9648 0.3833
C -2.2981 -0.2467 0.1479
O -0.8060 1.5066 -0.5141
H 0.0967 2.7632 1.2541
H -0.9937 3.3054 2.6025
H 0.2243 2.0157 2.7697
H -1.8835 0.9547 2.3931
H -3.3559 -0.1297 0.3535
H -2.1900 -0.5160 -0.9007
H -1.8751 -1.0937 0.6949
```

---

Tell me which of them is the least stable. Sure, it is model x.

---

Model w:
Formula: C5H13N2
Source: the Open Molecules 2025 dataset
Level of theory: wB97M-V/def2-TZVPD

**Total charge**: +1
**2S+1**: 1
**LUMO**: -0.175 Ha
**Frontier orbital gap**: 8.7793 eV

Geometry as XYZ:
```
20
C5H13N2 | the Open Molecules 2025 dataset | wB97M-V/def2-TZVPD
C 0.5918 -0.4169 -2.3604
C 1.6360 1.1566 -0.8138
N 1.6291 0.0450 -1.4154
H 0.2156 -1.3583 -1.9694
H 1.0363 -0.5270 -3.3440
H -0.1954 0.3255 -2.3998
H 0.9064 1.8998 -1.1073
H 2.3700 1.3463 -0.0474
H 2.2395 -0.6901 -1.0712
C -1.0074 1.4368 1.7808
C -1.6331 0.1885 1.1761
C -0.5618 -1.8750 1.0814
N -0.6270 -0.7081 0.6071
H -1.8012 2.1010 2.1360
H -0.3880 1.1872 2.6411
H -0.3881 1.9767 1.0638
H -2.3060 0.4716 0.3701
H -2.2488 -0.3221 1.9306
H -1.2282 -2.2129 1.8728
H 0.1650 -2.5801 0.6800
```

---

Model x:
Formula: C5H13N2
Source: the Open Molecules 2025 dataset
Level of theory: wB97M-V/def2-TZVPD

**Total charge**: +1
**2S+1**: 1
**LUMO**: -0.142 Ha
**Frontier orbital gap**: 10.8414 eV

Geometry as XYZ:
```
20
C5H13N2 | the Open Molecules 2025 dataset | wB97M-V/def2-TZVPD
C -1.6181 0.7818 2.1027
C -0.3487 0.8973 1.1814
N -0.6805 0.1720 -0.0056
C -0.0893 0.9741 -1.5101
N 0.3418 -0.3394 -0.8322
C -0.0415 -1.6298 -1.3116
C 1.7225 -0.3983 -0.4340
H -1.4575 -0.2994 2.4971
H -1.4877 1.2820 2.9901
H -2.5087 0.9260 1.5665
H -0.1158 1.9155 0.8346
H 0.4631 0.3819 1.7268
H -0.8726 0.9381 -2.2213
H 0.5795 1.7949 -1.2343
H -1.0682 -1.6864 -1.2960
H 0.3910 -1.8092 -2.3407
H 0.3255 -2.4386 -0.6268
H 2.2854 0.4843 0.0762
H 1.8767 -1.3316 0.1840
H 2.3031 -0.6153 -1.3470
```

---

Tell me which of them is the least stable. Sure, it is model x.

---

Model w:
Formula: C5H13N2
Source: the Open Molecules 2025 dataset
Level of theory: wB97M-V/def2-TZVPD

**Total charge**: +1
**2S+1**: 1
**LUMO**: -0.120 Ha
**Frontier orbital gap**: 9.1273 eV

Geometry as XYZ:
```
20
C5H13N2 | the Open Molecules 2025 dataset | wB97M-V/def2-TZVPD
C -1.0884 1.8501 0.8250
C -0.6980 1.3358 -0.3213
N -1.6306 1.1449 -1.3537
C 0.6113 0.6535 -0.3709
C 0.4489 -0.9036 -0.3082
C 1.8266 -1.5508 -0.1701
N -0.3844 -1.2042 1.0239
H -0.5436 2.1800 1.6632
H -2.1153 2.0743 0.8961
H -1.1906 1.2115 -2.2128
H -2.5057 1.5633 -1.3331
H 1.2917 0.9700 -1.1661
H 1.2197 0.9232 0.5620
H -0.1641 -1.3199 -1.2108
H 2.3361 -1.0549 0.7568
H 1.7794 -2.7503 -0.1336
H 2.4759 -1.3874 -1.1356
H -0.2991 -2.2358 1.2968
H -1.3032 -0.9456 0.9151
H -0.0664 -0.5543 1.7773
```

---

Model x:
Formula: C5H13N2
Source: the Open Molecules 2025 dataset
Level of theory: wB97M-V/def2-TZVPD

**Total charge**: +1
**2S+1**: 1
**LUMO**: -0.159 Ha
**Frontier orbital gap**: 10.1256 eV

Geometry as XYZ:
```
20
C5H13N2 | the Open Molecules 2025 dataset | wB97M-V/def2-TZVPD
C 1.6074 -1.3923 2.1719
C 0.4570 -1.0356 1.0911
C -0.0019 0.4401 1.3207
C 0.0889 1.2371 0.0195
N -1.0830 1.0465 -1.0105
C -0.7417 0.5101 -2.2526
N -1.7863 0.2713 -3.0624
H 2.5898 -0.8831 1.7718
H 1.8554 -2.5050 2.1596
H 1.6844 -1.0706 3.2605
H -0.3617 -1.7817 1.2143
H 0.8439 -1.1946 0.0533
H 0.8029 1.0320 1.9381
H -0.9569 0.5599 1.7385
H 0.0469 2.3249 0.0362
H 1.0693 0.9290 -0.4825
H -1.9863 1.4539 -1.0571
H 0.1593 -0.0190 -2.3473
H -2.7707 0.4349 -2.8028
H -1.5166 -0.3579 -3.7603
```

---

Tell me which of them is the least stable. Sure, it is model x.

---

Model w:
Formula: C5H13N2
Source: the Open Molecules 2025 dataset
Level of theory: wB97M-V/def2-TZVPD

**Total charge**: +1
**2S+1**: 1
**LUMO**: -0.113 Ha
**Frontier orbital gap**: 10.9142 eV

Geometry as XYZ:
```
20
C5H13N2 | the Open Molecules 2025 dataset | wB97M-V/def2-TZVPD
C 1.4437 -1.2778 -0.2342
C 0.7853 -1.1330 1.1443
C 0.0682 -0.7360 -0.1527
C -1.5568 0.8987 0.8149
C -1.0100 0.2405 -0.4084
N 1.1051 1.7755 -0.8270
N -1.1892 -1.2535 -0.7144
H 2.3226 -0.6396 -0.5313
H 1.5283 -2.3265 -0.3963
H 0.2864 -1.9565 1.6184
H 1.0538 -0.3308 1.7889
H -1.5571 0.3163 1.7867
H -2.6082 1.3782 0.5535
H -0.7775 1.6672 0.9058
H -1.0037 0.8439 -1.3087
H 1.0428 2.7203 -0.6190
H 1.6487 1.7532 -1.6072
H -1.7597 -1.7107 -0.0671
H 1.5268 1.3600 -0.0214
H -1.3494 -1.5894 -1.7248
```

---

Model x:
Formula: C5H13N2
Source: the Open Molecules 2025 dataset
Level of theory: wB97M-V/def2-TZVPD

**Total charge**: +1
**2S+1**: 1
**LUMO**: -0.136 Ha
**Frontier orbital gap**: 11.2155 eV

Geometry as XYZ:
```
20
C5H13N2 | the Open Molecules 2025 dataset | wB97M-V/def2-TZVPD
C 0.8540 -2.3036 -1.2447
C 0.5874 -2.3447 0.2733
C -0.5097 -1.3809 0.6447
C -0.1071 0.1157 0.7891
N -0.4066 0.8822 -0.4511
C -0.4914 2.1779 -0.4820
N -0.0900 2.9597 0.5098
H 0.5913 -1.3093 -1.6130
H 0.1877 -2.9843 -1.7686
H 1.8784 -2.4631 -1.5583
H 1.5283 -2.1506 0.7989
H 0.4174 -3.3508 0.6138
H -1.1020 -1.5698 1.5342
H -1.2611 -1.3897 -0.1207
H -0.7382 0.5029 1.5696
H 0.9643 0.2266 0.9303
H -0.8770 0.3817 -1.1938
H -1.0894 2.6516 -1.2528
H -0.0936 2.6525 1.4728
H -0.2241 3.9513 0.4053
```

---

Model y:
Formula: C5H13N2
Source: the Open Molecules 2025 dataset
Level of theory: wB97M-V/def2-TZVPD

**Total charge**: +1
**2S+1**: 1
**LUMO**: -0.120 Ha
**Frontier orbital gap**: 10.3090 eV

Geometry as XYZ:
```
20
C5H13N2 | the Open Molecules 2025 dataset | wB97M-V/def2-TZVPD
C -2.6166 0.7303 0.2301
C -2.2615 -0.5379 0.4342
C -2.0542 -1.5294 -0.6506
C 2.0744 1.0715 -0.7216
C 1.0161 1.5842 -0.2741
N -0.0508 1.9587 0.2892
N 3.2770 -1.0845 0.5020
H -2.8621 1.0939 -0.7586
H -0.0450 2.7508 0.9236
H -2.1151 -1.0678 -1.6321
H -1.0965 -2.0350 -0.5411
H -2.8284 -2.2949 -0.5848
H 2.5842 0.2068 -0.1384
H 2.5943 1.3309 -1.6232
H -2.0982 -0.8951 1.4405
H -0.9770 1.4553 0.1723
H 3.9161 -0.8348 1.2491
H 3.8092 -1.5397 -0.2306
H 2.6009 -1.7487 0.8624
H -2.8669 1.3852 1.0517
```

---

Model z:
Formula: C5H13N2
Source: the Open Molecules 2025 dataset
Level of theory: wB97M-V/def2-TZVPD

**Total charge**: +1
**2S+1**: 1
**LUMO**: -0.193 Ha
**Frontier orbital gap**: 8.2945 eV

Geometry as XYZ:
```
20
C5H13N2 | the Open Molecules 2025 dataset | wB97M-V/def2-TZVPD
C -2.1698 -0.7348 -0.3902
C -2.1326 -1.1638 -1.6316
C -1.4333 1.0072 1.1410
N -1.4944 0.4554 -0.0393
H -2.6961 -1.1229 0.4754
H -1.5604 -0.6826 -2.4815
H -2.7719 -2.0222 -1.9475
H -1.0529 2.0630 1.2140
H -1.5984 0.3039 1.9878
H -0.9960 0.8531 -0.8219
C 2.2711 1.1297 0.0555
C 1.7290 -0.2806 -0.1610
N 0.8847 -0.7162 1.0066
H 3.1498 1.0914 0.6659
H 2.5746 1.5713 -0.9111
H 1.4774 1.8298 0.5558
H 1.0575 -0.3171 -1.0769
H 2.5640 -0.9586 -0.3880
H 0.7397 -1.6991 0.9369
H 1.4582 -0.6069 1.8099
```

---

Tell me which of them is the least stable. Sure, it is model w.